Density functional theory data (ωB97M-V with the def2-TZVPD basis set) for a molecular structure, C53H50N3O5P2RuS2 in a non-equilibrium geometry.

Element x y z (Å)
Ru1 -1.417 0.478 -0.621
O1 2.368 2.889 -0.798
S1 1.715 1.642 -0.342
C1 2.971 0.360 -0.743
C2 4.243 0.607 -0.235
C3 5.286 -0.264 -0.477
C4 5.049 -1.413 -1.209
C5 3.800 -1.644 -1.751
C6 2.746 -0.740 -1.575
P1 1.201 -1.059 -2.553
C7 1.709 -0.360 -4.162
C8 2.708 0.607 -4.248
C9 3.006 1.199 -5.465
C10 2.330 0.823 -6.615
C11 1.327 -0.130 -6.535
C12 1.006 -0.703 -5.317
C13 1.419 -2.875 -2.847
C14 1.364 -3.684 -1.716
C15 1.490 -5.058 -1.802
C16 1.686 -5.655 -3.039
C17 1.777 -4.860 -4.170
C18 1.643 -3.481 -4.080
C19 2.108 1.535 1.410
C20 2.841 2.509 2.063
C21 2.892 2.526 3.449
C22 2.167 1.580 4.164
C23 1.419 0.616 3.502
C24 1.384 0.580 2.112
P2 0.406 -0.621 1.095
C25 1.645 -1.962 0.983
C26 1.163 -3.237 0.676
C27 2.035 -4.298 0.520
C28 3.402 -4.104 0.660
C29 3.885 -2.846 0.984
C30 3.015 -1.781 1.147
C31 -0.675 -1.407 2.371
C32 -0.177 -2.197 3.410
C33 -1.039 -2.718 4.362
C34 -2.402 -2.470 4.287
C35 -2.906 -1.703 3.249
C36 -2.047 -1.181 2.295
H1 4.406 1.504 0.346
H2 6.276 -0.048 -0.099
H3 5.844 -2.123 -1.389
H4 3.647 -2.532 -2.345
H5 3.237 0.928 -3.361
H6 3.764 1.968 -5.513
H7 2.565 1.286 -7.563
H8 0.765 -0.407 -7.416
H9 0.168 -1.380 -5.243
H10 1.260 -3.207 -0.751
H11 1.435 -5.662 -0.906
H12 1.776 -6.730 -3.118
H13 1.959 -5.312 -5.135
H14 1.750 -2.888 -4.975
H15 3.358 3.253 1.470
H16 3.479 3.269 3.972
H17 2.165 1.598 5.245
H18 0.845 -0.090 4.080
H19 0.093 -3.386 0.581
H20 1.652 -5.285 0.296
H21 4.085 -4.931 0.521
H22 4.947 -2.697 1.124
H23 3.406 -0.812 1.417
H24 0.882 -2.416 3.464
H25 -0.644 -3.318 5.171
H26 -3.070 -2.885 5.029
H27 -3.967 -1.510 3.176
H28 -2.424 -0.625 1.440
C37 -5.422 2.680 0.673
C38 -6.372 1.929 -0.001
C39 -5.977 0.760 -0.619
C40 -4.643 0.346 -0.545
N1 -3.753 1.056 0.155
C41 -4.129 2.193 0.723
C42 -4.137 -0.881 -1.163
C43 -4.972 -1.736 -1.887
C44 -4.490 -2.918 -2.413
C45 -3.162 -3.262 -2.222
C46 -2.321 -2.400 -1.536
C47 -2.775 -1.199 -1.011
H29 -5.673 3.608 1.164
H30 -7.404 2.251 -0.047
H31 -6.707 0.173 -1.152
H32 -3.363 2.734 1.259
H33 -6.008 -1.479 -2.059
H34 -5.148 -3.574 -2.967
H35 -2.772 -4.193 -2.614
H36 -1.285 -2.680 -1.420
C48 -1.364 6.084 3.046
C49 -0.240 5.050 2.975
N2 -0.726 3.691 2.794
C50 -1.035 2.931 3.997
C51 -2.518 2.901 4.371
C52 -0.838 3.129 1.561
C53 -0.585 3.984 0.357
N3 -1.168 1.895 1.368
H37 -0.947 7.084 3.156
H38 -2.008 5.891 3.902
H39 -1.974 6.058 2.145
H40 0.333 5.082 3.905
H41 0.443 5.304 2.165
H42 -0.468 3.369 4.820
H43 -0.680 1.905 3.878
H44 -2.886 3.892 4.625
H45 -2.648 2.256 5.240
H46 -3.124 2.508 3.557
H47 0.480 4.172 0.222
H48 -1.102 4.939 0.424
H49 -0.939 3.456 -0.528
H50 -1.388 1.366 2.207
O2 -2.350 2.152 -2.004
S2 -1.295 1.765 -2.935
O3 -1.290 2.564 -4.120
O4 0.031 1.825 -2.180
O5 -1.410 0.277 -3.223

Cartesian forces (eV/Å) of the 6 atoms listed first:
-1.1 0.7 -1.3
-0.2 0.4 0.0
1.9 -0.1 0.0
-0.1 0.0 -0.7
0.1 0.2 -0.2
0.1 0.3 0.0

HOMO energy (spin up / spin down)	-7.37 / -7.39	eV
ΔE to the lowest compared entry with this formula, charge and spin	190.7	kcal/mol
spin multiplicity	2
<S²>	0.8838
M	1036.15	g mol⁻¹

Mulliken atomic charge list, values in e, 6 entries: 1.14, -0.95, 1.50, -0.09, -0.62, -0.54

Density functional theory data (ωB97M-V with the def2-TZVPD basis set) for a molecular structure, C33H57N3NdO4Si in a non-equilibrium geometry.

Element x y z (Å)
O1 -0.613 -0.231 -2.370
O2 2.733 -1.737 -2.525
C1 -1.118 -1.576 -2.804
C2 -2.454 -1.429 -3.469
H1 -1.135 -2.200 -1.897
H2 -0.365 -2.024 -3.466
H3 -3.114 -0.885 -2.798
H4 -2.928 -2.378 -3.737
H5 -2.338 -0.849 -4.389
C3 -0.161 0.693 -3.436
C4 0.305 -0.047 -4.675
H6 0.639 1.281 -2.972
H7 -1.009 1.355 -3.625
H8 1.096 -0.779 -4.458
H9 0.720 0.676 -5.375
H10 -0.522 -0.527 -5.198
C5 3.669 -0.508 -2.523
C6 3.324 -3.146 -2.689
C7 3.994 -0.055 -3.920
H11 4.546 -0.828 -1.963
H12 3.097 0.241 -1.959
H13 4.530 -0.829 -4.485
H14 4.668 0.813 -3.859
H15 3.107 0.277 -4.480
C8 4.252 -3.260 -3.864
H16 2.438 -3.781 -2.797
H17 3.842 -3.369 -1.750
H18 3.796 -2.941 -4.813
H19 4.502 -4.330 -3.983
H20 5.218 -2.751 -3.694
H21 2.293 -1.769 -1.590
N1 -2.418 0.241 1.506
C9 -2.323 0.300 2.838
C10 -1.139 0.635 3.526
C11 -0.012 1.338 3.058
C12 -3.542 -0.029 3.664
H22 -3.906 -1.051 3.470
H23 -4.377 0.665 3.469
H24 -3.293 0.042 4.729
C13 1.039 1.687 4.085
H25 0.992 2.757 4.354
H26 2.059 1.480 3.732
H27 0.855 1.094 4.986
N2 0.154 1.765 1.798
C14 -3.662 -0.022 0.833
C15 -3.951 -1.326 0.350
C16 -2.983 -2.451 0.557
C17 -5.153 -1.543 -0.323
H28 -5.353 -2.551 -0.687
C18 -6.066 -0.509 -0.524
H29 -7.012 -0.703 -1.030
C19 -5.771 0.768 -0.073
H30 -6.453 1.605 -0.243
C20 -4.583 1.030 0.609
C21 -4.268 2.422 1.050
C22 0.912 2.953 1.561
C23 2.243 2.908 1.097
C24 2.992 1.619 0.931
C25 2.924 4.105 0.859
H31 3.954 4.040 0.487
C26 2.311 5.328 1.117
H32 2.860 6.262 0.946
C27 1.012 5.372 1.603
H33 0.490 6.314 1.821
C28 0.304 4.193 1.843
C29 -1.072 4.224 2.420
Nd1 -0.681 0.530 -0.171
H34 -2.239 -2.520 -0.249
H35 -3.525 -3.401 0.545
H36 -2.462 -2.364 1.518
H37 -3.911 2.466 2.084
H38 -5.178 3.025 0.962
H39 -3.516 2.888 0.405
H40 3.558 1.633 -0.011
H41 2.339 0.740 0.937
H42 3.731 1.478 1.736
H43 -1.820 3.744 1.777
H44 -1.353 5.278 2.520
H45 -1.120 3.756 3.411
H46 -1.119 0.390 4.591
C30 1.302 -1.702 0.090
Si1 1.623 -2.674 1.639
H47 0.688 -2.163 -0.715
H48 1.842 -0.760 -0.132
C31 1.461 -4.503 1.221
C32 0.484 -2.314 3.096
C33 3.411 -2.381 2.154
H49 4.013 -2.135 1.267
H50 3.813 -3.302 2.597
H51 3.498 -1.565 2.886
H52 0.432 -4.786 0.955
H53 1.769 -5.078 2.108
H54 2.127 -4.767 0.386
H55 -0.571 -2.248 2.804
H56 0.730 -1.363 3.598
H57 0.564 -3.106 3.860
O3 -1.410 4.128 -0.896
N3 -1.122 2.941 -0.798
O4 -2.135 2.066 -1.031

Cartesian forces (eV/Å) of the 6 atoms listed first:
0.2 -1.4 -1.5
0.8 0.0 -0.3
0.7 0.4 0.1
-0.2 0.3 -0.1
-0.1 0.4 -0.2
-0.2 0.2 0.2

total charge	+1
HOMO energy (spin up / spin down)	-9.97 / -9.98	eV
spin multiplicity	4
<S²>	3.7543
M	732.16	g mol⁻¹

Mulliken atomic charge list, values in e, 6 entries: 0.77, 0.20, -0.12, -1.25, -0.08, 0.38

Density functional theory data (ωB97M-V with the def2-TZVPD basis set) for a molecular structure, C2F6IrNO2S2 in a non-equilibrium geometry.

Element x y z (Å)
Ir1 0.063 -2.694 0.083
N1 -0.155 0.312 0.870
S1 -0.850 -0.003 -0.591
O1 -1.132 -1.522 -0.725
C1 -2.543 0.614 -0.076
F1 -2.399 1.738 0.596
F2 -3.168 -0.279 0.658
F3 -3.227 0.839 -1.184
S2 1.341 -0.203 1.164
O2 1.500 -1.691 0.738
C2 2.447 0.576 -0.161
F4 2.695 -0.266 -1.151
F5 1.842 1.652 -0.633
F6 3.587 0.928 0.409

Cartesian forces (eV/Å) of the 6 atoms listed first:
0.1 -3.2 0.3
0.3 -1.3 -0.9
0.9 2.9 0.5
-1.6 -0.4 -0.9
-2.8 1.4 0.4
0.5 -0.7 -0.4

total charge	+2
HOMO energy (spin up / spin down)	-19.84 / -19.66	eV
spin multiplicity	5
<S²>	6.0149
M	440.37	g mol⁻¹

natural (NBO) atomic charge list, values in e, 6 entries: 1.68, -0.98, 1.35, -0.81, 0.86, -0.24

Density functional theory data (ωB97M-V with the def2-TZVPD basis set) for a molecular structure, C25H55ClF9N2O11P3Si2 in a non-equilibrium geometry.

Element x y z (Å)
C1 0.739 0.210 4.275
C2 1.972 0.228 3.370
N1 2.334 -1.138 2.879
Si1 3.214 -1.087 1.347
C3 4.939 -1.825 1.579
C4 5.867 -1.139 0.566
O1 5.985 0.223 0.953
C5 7.244 0.793 0.763
C6 7.692 1.025 -0.684
F1 8.731 1.895 -0.655
F2 8.234 -0.151 -1.124
C7 6.643 1.436 -1.755
F3 7.108 0.963 -2.940
F4 5.434 0.872 -1.594
C8 6.423 2.954 -2.013
F5 7.544 3.585 -2.372
F6 5.617 3.000 -3.114
C9 5.648 3.730 -0.911
F7 5.478 2.997 0.209
F8 6.321 4.861 -0.610
O2 2.482 -1.999 0.166
Si2 0.876 -2.328 0.351
F9 0.432 -3.014 -1.025
C10 -0.187 -0.823 0.666
C11 -1.563 -0.848 -0.026
C12 -1.517 -0.679 -1.538
C13 -2.932 -0.377 -2.065
N2 -3.033 -0.499 -3.520
P1 0.623 -4.014 1.866
O3 0.102 -3.366 3.274
Cl1 -1.051 -4.951 1.027
H1 -0.066 -0.369 3.821
H2 0.951 -0.187 5.266
H3 0.339 1.221 4.363
H4 2.793 0.665 3.941
H5 1.735 0.868 2.520
H6 3.033 -1.452 3.547
H7 3.363 0.324 0.951
H8 4.886 -2.881 1.306
H9 5.310 -1.672 2.592
H10 6.838 -1.640 0.550
H11 5.422 -1.258 -0.426
H12 8.000 0.126 1.195
H13 7.317 1.715 1.335
H14 4.670 4.019 -1.296
H15 0.327 0.120 0.462
H16 -0.378 -0.808 1.744
H17 -2.137 -1.740 0.234
H18 -2.127 0.004 0.365
H19 -0.856 0.134 -1.856
H20 -1.205 -1.582 -2.066
H21 -3.556 -1.177 -1.651
H22 -3.292 0.586 -1.709
H23 -2.269 -1.032 -3.906
H24 -3.125 0.394 -3.978
H25 0.128 -2.399 3.269
O4 -0.486 4.935 -2.997
P2 0.402 5.342 -4.106
O5 -0.530 5.506 -5.407
C14 -1.496 6.563 -5.464
C15 -0.860 7.914 -5.729
O6 1.199 3.962 -4.447
C16 1.232 2.869 -3.531
C17 0.192 1.827 -3.886
O7 1.598 6.253 -4.684
C18 2.831 6.366 -3.930
C19 3.849 5.326 -4.365
H26 -2.078 6.580 -4.539
H27 -2.174 6.308 -6.277
H28 -0.251 8.236 -4.882
H29 -1.628 8.669 -5.899
H30 -0.206 7.867 -6.599
H31 1.109 3.214 -2.504
H32 2.230 2.428 -3.604
H33 -0.794 2.276 -4.003
H34 0.137 1.055 -3.116
H35 0.442 1.348 -4.834
H36 2.629 6.298 -2.858
H37 3.215 7.365 -4.127
H38 3.710 4.392 -3.827
H39 4.861 5.672 -4.152
H40 3.759 5.111 -5.428
O8 -6.386 -3.323 2.461
P3 -6.652 -4.364 3.476
O9 -6.858 -3.596 4.878
C20 -8.003 -2.759 5.067
C21 -9.272 -3.558 5.299
O10 -5.189 -5.045 3.686
C22 -4.139 -4.865 2.731
C23 -3.194 -3.764 3.156
O11 -7.417 -5.700 3.951
C24 -7.443 -6.859 3.080
C25 -6.302 -7.814 3.382
H41 -8.115 -2.089 4.210
H42 -7.788 -2.146 5.941
H43 -9.563 -4.106 4.401
H44 -10.094 -2.896 5.572
H45 -9.125 -4.290 6.093
H46 -4.544 -4.674 1.737
H47 -3.596 -5.811 2.679
H48 -3.735 -2.847 3.399
H49 -2.471 -3.554 2.364
H50 -2.644 -4.054 4.052
H51 -7.435 -6.550 2.033
H52 -8.395 -7.352 3.270
H53 -5.401 -7.543 2.834
H54 -6.571 -8.827 3.079
H55 -6.059 -7.806 4.443

Cartesian forces (eV/Å) of the 6 atoms listed first:
0.0 0.1 -0.3
-0.9 -0.4 0.3
0.6 1.0 -0.3
1.0 -0.4 0.4
-0.5 0.5 -0.7
-0.3 -0.8 0.6

HOMO energy	-8.41	eV
spin multiplicity	1
M	915.25	g mol⁻¹

Mulliken atomic charge list, values in e, 6 entries: -1.16, -0.43, -0.02, 0.24, -0.95, -0.67

Density functional theory data (ωB97M-V with the def2-TZVPD basis set) for a molecular structure, C16H7Cl5NO4Tc.

Element x y z (Å)
Tc1 1.159 0.078 1.162
Cl1 -2.212 -1.439 1.262
C1 -0.793 -2.394 1.212
C2 0.455 -1.779 1.194
C3 1.584 -2.577 1.167
Cl2 3.037 -1.576 1.171
C4 1.582 -3.949 1.134
Cl3 3.034 -4.838 1.088
C5 0.315 -4.556 1.151
Cl4 0.221 -6.253 1.124
C6 -0.863 -3.787 1.194
Cl5 -2.382 -4.568 1.220
O1 -0.531 1.287 0.577
C7 -0.074 1.293 -0.594
N1 1.135 0.660 -0.711
C8 1.575 0.724 -2.073
O2 2.583 0.257 -2.495
C9 0.486 1.474 -2.783
C10 0.396 1.818 -4.111
C11 -0.740 2.521 -4.511
C12 -1.744 2.860 -3.607
C13 -1.651 2.509 -2.265
C14 -0.521 1.814 -1.877
H1 1.177 1.554 -4.812
H2 -0.846 2.812 -5.548
H3 -2.610 3.405 -3.956
H4 -2.428 2.769 -1.559
C15 -0.851 1.547 3.693
C16 0.597 1.302 3.951
O3 1.227 1.447 4.933
O4 1.291 0.788 2.808
H5 -1.309 1.966 4.583
H6 -1.332 0.604 3.429
H7 -0.967 2.225 2.848

Cartesian forces (eV/Å) of the 6 atoms listed first:
-0.4 -0.1 -0.2
0.0 0.0 0.0
0.0 -0.1 0.0
0.0 0.1 0.1
0.0 0.0 0.0
0.0 0.0 0.0

total charge	+1
HOMO energy (spin up / spin down)	-12.75 / -12.75	eV
spin multiplicity	2
<S²>	0.7551
M	552.50	g mol⁻¹

natural (NBO) atomic charge list, values in e, 6 entries: 1.29, 0.10, -0.02, -0.31, 0.08, 0.19

Density functional theory data (ωB97M-V with the def2-TZVPD basis set) for a molecular structure, C15H15ClIN4O2PdSbSe5.

Element x y z (Å)
Pd1 -0.988 0.276 0.508
Cl1 -1.320 2.480 -6.421
C1 -1.221 1.685 -4.880
C2 -1.046 0.288 -4.834
C3 -0.970 -0.363 -3.639
C4 -1.058 0.331 -2.399
O1 -0.990 -0.409 -1.343
C5 -1.230 1.743 -2.461
C6 -1.332 2.607 -1.335
O2 -1.219 2.330 -0.130
C7 -1.317 2.389 -3.723
H1 -0.981 -0.265 -5.762
H2 -0.859 -1.438 -3.590
H3 -1.524 3.662 -1.570
H4 -1.457 3.462 -3.753
Se1 -4.274 -3.942 0.576
Sb1 -3.261 -2.185 1.759
Se2 -3.368 0.098 0.501
Se3 -3.487 -1.703 4.070
Se4 -0.726 -1.982 1.200
C8 2.339 -1.117 -2.231
N1 2.660 -1.496 -0.862
C9 3.232 -2.687 -0.473
C10 3.311 -2.665 0.873
N2 2.785 -1.461 1.289
C11 2.755 -1.003 2.669
C12 2.390 -0.745 0.222
Se5 1.577 0.932 0.175
H5 2.690 -1.905 -2.891
H6 2.828 -0.178 -2.480
H7 1.262 -0.994 -2.334
H8 3.516 -3.442 -1.184
H9 3.680 -3.394 1.572
H10 2.346 -1.789 3.300
H11 2.120 -0.124 2.716
H12 3.761 -0.740 2.992
I1 -0.509 1.169 6.608
C13 -0.925 1.362 4.610
C14 -1.522 2.428 3.974
N3 -1.615 2.104 2.678
N4 -1.119 0.882 2.448
C15 -0.695 0.413 3.611
H13 -1.897 3.364 4.349
H14 -2.018 2.617 1.909
H15 -0.324 -0.594 3.684

Cartesian forces (eV/Å) of the 6 atoms listed first:
0.3 0.4 0.0
0.0 0.0 0.0
0.0 0.0 0.0
0.0 0.0 0.0
0.0 0.0 0.0
-0.1 0.0 0.0

HOMO energy	-7.23	eV
ΔE to the lowest compared entry with this formula, charge and spin	0.0	kcal/mol
spin multiplicity	1
M	1068.65	g mol⁻¹

natural (NBO) atomic charge list, values in e, 6 entries: 0.86, 0.00, -0.11, -0.16, -0.24, 0.43

Density functional theory data (ωB97M-V with the def2-TZVPD basis set) for a molecular structure, C30H34Cl3N6O5PPtS2 in a non-equilibrium geometry.

Element x y z (Å)
Pt1 1.062 -1.253 0.512
C1 -2.579 0.995 7.521
C2 -1.750 0.346 6.452
C3 -1.004 1.114 5.560
C4 -0.200 0.519 4.600
C5 -0.160 -0.866 4.529
C6 -0.890 -1.662 5.412
C7 -1.683 -1.049 6.361
S1 0.790 -1.651 3.296
O1 1.761 -0.685 2.782
O2 1.212 -2.936 3.751
N1 -0.251 -1.809 1.971
C8 -0.381 -3.094 1.386
C9 -0.871 -4.277 1.899
C10 -0.862 -5.379 1.057
C11 -0.354 -5.279 -0.235
C12 0.163 -4.074 -0.665
N2 0.122 -3.009 0.137
H1 -2.770 2.043 7.298
H2 -2.054 0.948 8.478
H3 -3.532 0.483 7.650
H4 -1.045 2.194 5.617
H5 0.383 1.119 3.916
H6 -0.809 -2.741 5.367
H7 -2.244 -1.655 7.061
H8 -1.219 -4.334 2.920
H9 -1.242 -6.327 1.412
H10 -0.345 -6.132 -0.897
H11 0.603 -3.942 -1.643
N3 -0.526 3.517 -0.940
C13 -1.825 3.120 -0.291
P1 -1.355 1.819 0.952
O3 -1.536 2.342 2.335
O4 -0.044 1.345 0.399
C14 -2.600 0.445 0.870
N4 -2.778 0.030 2.298
H12 -0.133 4.363 -0.528
H13 -0.588 3.667 -1.947
H14 0.131 2.725 -0.736
H15 -2.496 2.745 -1.061
H16 -2.278 3.981 0.194
H17 -2.190 -0.392 0.308
H18 -3.560 0.739 0.452
H19 -2.447 0.851 2.865
H20 -2.148 -0.764 2.495
H21 -3.737 -0.206 2.542
Cl1 4.680 6.162 -4.950
C15 4.262 4.490 -4.954
C16 4.437 3.733 -3.807
C17 4.059 2.402 -3.819
C18 3.517 1.794 -4.948
C19 3.031 0.365 -4.953
C20 3.881 -0.664 -4.185
N5 3.607 -0.691 -2.750
C21 4.447 -0.294 -1.735
C22 3.748 -0.427 -0.580
N6 2.491 -0.903 -0.889
C23 2.457 -1.090 -2.195
O5 1.656 0.190 -4.577
C24 1.073 1.024 -3.582
C25 0.618 2.359 -4.092
C26 0.640 3.514 -3.368
Cl2 1.169 3.679 -1.728
S2 0.060 4.874 -4.236
C27 -0.249 3.891 -5.603
C28 0.082 2.591 -5.393
C29 3.390 2.583 -6.095
Cl3 2.751 1.925 -7.568
C30 3.749 3.920 -6.107
H22 4.849 4.187 -2.918
H23 4.176 1.836 -2.905
H24 3.061 0.027 -5.988
H25 4.944 -0.476 -4.324
H26 3.659 -1.653 -4.584
H27 5.451 0.042 -1.923
H28 4.045 -0.219 0.434
H29 1.615 -1.440 -2.766
H30 1.730 1.167 -2.720
H31 0.207 0.450 -3.239
H32 -0.658 4.334 -6.497
H33 -0.019 1.816 -6.138
H34 3.630 4.508 -7.006

Cartesian forces (eV/Å) of the 6 atoms listed first:
-0.5 0.0 -0.2
0.0 0.0 0.0
0.0 0.0 0.0
0.0 0.0 0.0
0.0 0.0 0.0
0.0 -0.1 0.0

total charge	+2
HOMO energy	-13.32	eV
ΔE to the lowest compared entry with this formula, charge and spin	153.3	kcal/mol
spin multiplicity	1
M	955.18	g mol⁻¹

Mulliken atomic charge list, values in e, 6 entries: 0.94, -1.47, 0.85, -0.76, -0.30, 0.09